(1)
This record from the OMol25 dataset describes a cluster of 5 separate species, C29H53N3O13 in total. The level of theory is wB97M-V/def2-TZVPD.

Each line ends with the Mulliken charge.
Element x y z (Å)
H1 2.79 -4.09 -1.47  0.261
N1 2.18 -3.34 -1.80  -0.533
C1 2.10 -3.35 -3.06  -0.097
C2 1.25 -2.32 -3.77  -1.016
C3 1.66 -0.92 -3.37  0.126
C4 0.87 -0.13 -2.55  0.087
C5 1.28 1.16 -2.17  0.091
O1 0.47 1.92 -1.35  -0.401
N2 0.86 1.82 0.10  0.207
O2 0.85 0.74 0.48  -0.142
C6 2.48 1.70 -2.60  -0.913
C7 3.27 0.89 -3.39  0.166
C8 2.87 -0.38 -3.78  1.326
C9 3.97 -0.95 -4.60  -0.289
O3 3.91 -1.82 -5.42  -0.556
N3 5.18 -0.19 -4.28  0.035
C10 5.79 -0.82 -3.07  -0.412
C11 7.31 -0.82 -3.14  -0.982
C12 7.95 0.55 -2.83  -0.362
O4 8.96 0.47 -1.83  -0.544
C13 4.62 1.13 -3.98  -0.115
O5 5.12 2.17 -4.28  -0.510
H2 2.64 -4.07 -3.68  0.415
H3 0.20 -2.50 -3.53  0.497
H4 1.42 -2.42 -4.84  0.285
H5 -0.07 -0.52 -2.18  0.173
H6 2.79 2.69 -2.30  0.610
H7 5.47 -0.32 -2.15  0.451
H8 5.44 -1.85 -3.01  0.484
H9 7.66 -1.51 -2.37  0.453
H10 7.64 -1.21 -4.10  0.266
H11 7.16 1.23 -2.49  0.205
H12 8.41 0.96 -3.72  0.363
H13 8.52 0.20 -1.02  0.241
C14 -4.60 1.81 -1.70  -0.924
O6 -5.18 1.18 -0.57  -0.249
C15 -5.52 -0.18 -0.79  -0.540
C16 -4.50 -1.12 -0.18  -0.361
O7 -3.24 -1.01 -0.83  -0.410
C17 -2.30 -0.23 -0.12  0.583
H14 -4.22 2.78 -1.37  0.261
H15 -3.78 1.22 -2.11  0.419
H16 -5.36 1.98 -2.48  0.336
H17 -5.62 -0.38 -1.86  0.353
H18 -6.49 -0.36 -0.32  0.378
H19 -4.84 -2.15 -0.30  0.435
H20 -4.39 -0.92 0.89  0.082
H21 -1.96 -0.76 0.78  0.372
H22 -2.72 0.74 0.17  0.350
H23 -1.45 -0.06 -0.77  -0.911
C18 -2.30 -0.29 4.01  -0.816
O8 -2.16 -1.64 3.61  -0.212
C19 -1.40 -2.42 4.52  -0.587
C20 -2.27 -3.27 5.41  -0.533
O9 -3.06 -2.49 6.28  -0.378
C21 -4.41 -2.36 5.86  -0.636
H24 -3.04 0.17 3.36  0.197
H25 -2.64 -0.21 5.05  0.452
H26 -1.35 0.24 3.90  0.279
H27 -0.76 -1.77 5.13  0.368
H28 -0.74 -3.07 3.93  0.361
H29 -1.62 -3.91 6.02  0.373
H30 -2.90 -3.92 4.79  0.329
H31 -4.95 -3.30 5.99  0.328
H32 -4.47 -2.04 4.82  0.227
H33 -4.87 -1.60 6.50  0.244
C22 -7.93 2.68 -0.22  -0.798
O10 -8.99 3.54 0.13  -0.413
C23 -9.06 4.71 -0.66  -0.488
C24 -10.12 4.61 -1.73  -0.484
O11 -9.81 3.62 -2.70  -0.378
C25 -10.52 2.41 -2.51  -0.722
H34 -8.07 1.75 0.32  0.212
H35 -7.91 2.47 -1.29  0.337
H36 -6.96 3.10 0.08  0.420
H37 -8.09 4.92 -1.12  0.300
H38 -9.30 5.55 0.00  0.391
H39 -10.19 5.57 -2.26  0.371
H40 -11.09 4.41 -1.27  0.317
H41 -11.57 2.53 -2.78  0.328
H42 -10.44 2.05 -1.49  0.309
H43 -10.07 1.67 -3.18  0.248
C26 8.07 0.79 1.82  -0.872
O12 7.99 -0.62 1.69  -0.254
C27 8.95 -1.31 2.48  -0.564
C28 8.34 -1.87 3.74  -0.522
O13 7.92 -0.85 4.62  -0.375
C29 6.52 -0.61 4.60  -0.666
H44 7.19 1.21 1.33  0.242
H45 8.08 1.12 2.86  0.412
H46 8.97 1.17 1.31  0.357
H47 9.79 -0.66 2.73  0.358
H48 9.34 -2.14 1.87  0.369
H49 9.09 -2.47 4.26  0.374
H50 7.50 -2.53 3.49  0.320
H51 5.98 -1.43 5.07  0.323
H52 6.15 -0.48 3.58  0.268
H53 6.34 0.30 5.16  0.244

Properties
LUMO (eV): -0.79
Gap between HOMO and LUMO (hartree): 0.3088
SMILES: [H]/N=C/Cc1cc(ON=O)cc2c1C(=O)N(CCCO)C2=O.COCCOC.COCCOC.COCCOC.COCCOC
2S+1: 1
HOMO (eV): -9.20

***

(2)
This record from the OMol25 dataset describes a structure of composition C26H21AuN2O3Si at a distorted geometry. The level of theory is wB97M-V/def2-TZVPD.

Each line ends with the Mulliken charge.
Element x y z (Å)
Au1 0.15 0.21 -0.35  0.656
O1 -4.49 0.08 -1.14  -0.641
C1 -4.85 -0.45 0.04  0.277
C2 -6.20 -0.74 0.23  -0.706
C3 -6.64 -1.28 1.42  -0.295
C4 -5.74 -1.54 2.46  -0.792
C5 -4.41 -1.26 2.28  -0.252
C6 -3.93 -0.72 1.08  0.318
C7 -2.51 -0.43 0.91  1.020
O2 -2.13 0.22 -0.11  -0.859
N1 -1.68 -0.87 1.90  -0.601
N2 -0.42 -0.64 1.67  0.148
C8 0.42 -0.84 2.67  -0.323
C9 1.81 -0.64 2.63  0.758
C10 2.48 -0.68 3.89  -0.787
C11 3.80 -0.42 4.02  -0.582
C12 4.57 -0.12 2.86  -0.357
C13 4.01 -0.10 1.63  -0.442
C14 2.61 -0.38 1.43  0.410
O3 2.18 -0.43 0.25  -0.783
H1 -3.54 0.29 -1.09  0.348
H2 -6.88 -0.53 -0.58  0.431
H3 -7.69 -1.50 1.55  0.377
H4 -6.10 -1.95 3.40  0.393
H5 -3.69 -1.46 3.07  0.440
H6 0.00 -1.12 3.64  0.367
H7 1.89 -0.90 4.78  0.327
H8 4.27 -0.44 4.99  0.397
H9 5.63 0.10 2.96  0.381
H10 4.58 0.12 0.73  0.447
C15 2.29 -1.51 -5.43  -0.355
C16 1.00 -1.07 -5.67  -0.518
C17 0.39 -0.18 -4.80  -0.365
C18 1.05 0.28 -3.66  0.220
C19 2.35 -0.18 -3.42  -0.121
C20 2.97 -1.06 -4.30  -0.715
Si1 0.22 1.42 -2.43  0.416
C21 1.27 2.96 -2.14  0.449
C22 1.79 3.29 -0.89  -0.065
C23 2.56 4.43 -0.71  -0.676
C24 2.83 5.26 -1.79  -0.358
C25 2.33 4.95 -3.05  -0.644
C26 1.56 3.81 -3.22  -0.474
H11 2.77 -2.21 -6.11  0.374
H12 0.47 -1.42 -6.55  0.365
H13 -0.62 0.16 -5.00  0.319
H14 2.88 0.15 -2.53  0.334
H15 3.97 -1.41 -4.10  0.366
H16 -1.07 1.83 -3.03  -0.254
H17 1.58 2.66 -0.04  0.192
H18 2.96 4.67 0.27  0.374
H19 3.43 6.16 -1.66  0.367
H20 2.54 5.59 -3.89  0.372
H21 1.18 3.57 -4.21  0.322

Properties
LUMO (spin up / spin down) (eV): -0.53 / -2.75
Gap between HOMO and LUMO (spin up / spin down) (hartree): 0.2597 / 0.2142
Expectation value of S²: 2.0503
2S+1: 3
HOMO (spin up / spin down) (eV): -7.60 / -8.58
ΔE to the lowest compared entry with this formula, charge and spin (eV): 0.000

***

(3)
This record from the OMol25 dataset describes a structure of composition C28H53AgN4OP2S at a distorted geometry. The level of theory is wB97M-V/def2-TZVPD.

Each line ends with the Mulliken charge.
Element x y z (Å)
Ag1 -2.38 -0.30 1.83  -0.303
C1 -4.09 -2.35 4.65  -1.196
P1 -2.65 -2.00 3.49  1.046
C2 -1.42 -1.67 4.81  -1.238
C3 -2.12 -3.59 2.78  -1.007
C4 -1.01 -3.27 1.78  -1.323
P2 -1.36 -2.02 0.47  1.183
C5 -2.30 -2.74 -0.83  -1.302
C6 0.22 -1.65 -0.32  -1.005
H1 -3.85 -1.89 5.60  0.370
H2 -4.05 -3.43 4.83  0.370
H3 -5.07 -2.00 4.30  0.316
H4 -1.29 -2.54 5.48  0.480
H5 -1.81 -0.89 5.52  0.380
H6 -0.40 -1.39 4.35  0.081
H7 -2.98 -4.07 2.28  0.395
H8 -1.60 -4.20 3.56  0.407
H9 -0.69 -4.15 1.25  0.553
H10 -0.11 -2.95 2.32  0.408
H11 -1.84 -3.68 -1.15  0.417
H12 -2.36 -2.03 -1.64  0.245
H13 -3.27 -2.99 -0.47  0.429
H14 0.68 -2.65 -0.44  0.476
H15 0.88 -1.02 0.33  0.222
H16 0.10 -1.22 -1.30  0.037
C7 3.45 -3.02 -4.13  -0.986
C8 3.26 -1.78 -4.97  -0.406
C9 2.11 -0.91 -4.50  -0.580
S1 0.41 -1.57 -4.77  0.245
O1 -0.34 -1.28 -3.55  -0.441
C10 -0.12 -0.65 -6.33  -0.901
C11 -1.29 0.30 -6.12  -0.353
C12 -0.91 1.32 -5.08  -0.637
H17 4.37 -3.60 -4.38  0.370
H18 2.58 -3.75 -4.34  0.251
H19 3.36 -2.81 -3.03  0.177
H20 3.17 -2.16 -5.99  0.239
H21 4.14 -1.18 -4.90  0.354
H22 2.17 0.09 -4.92  0.635
H23 2.09 -0.75 -3.40  0.071
H24 -0.29 -1.54 -6.96  0.396
H25 0.75 -0.12 -6.67  0.389
H26 -2.21 -0.24 -5.87  0.308
H27 -1.46 0.85 -7.07  0.325
H28 -0.43 0.79 -4.22  -0.061
H29 -1.83 1.87 -4.78  0.287
H30 -0.14 2.04 -5.46  0.325
N1 5.03 1.19 0.37  -0.447
C13 5.30 -0.09 0.65  0.662
C14 4.67 -1.06 -0.19  0.396
N2 4.81 -2.34 0.09  -0.550
C15 5.50 -2.59 1.27  -0.302
C16 6.20 -1.64 1.97  -0.276
N3 6.00 -0.34 1.73  -0.635
H31 4.88 1.36 -0.61  0.230
H32 5.68 1.85 0.78  0.284
H33 4.08 -0.72 -1.08  -0.098
H34 5.45 -3.62 1.60  0.391
H35 6.77 -1.89 2.86  0.363
C17 1.81 1.34 3.59  -1.296
C18 0.68 2.23 3.15  0.375
C19 0.63 3.58 3.51  -0.864
C20 -0.38 4.35 2.97  0.850
C21 -0.48 5.79 3.40  -1.506
C22 -1.38 3.83 2.17  -0.429
C23 -1.42 2.45 1.86  1.387
C24 -0.28 1.70 2.32  -0.135
N4 -2.43 1.79 1.25  -0.710
C25 -3.05 2.21 -0.03  2.123
C26 -2.00 2.66 -1.02  -1.521
C27 -3.87 1.02 -0.46  -2.092
C28 -4.03 3.39 0.42  -1.865
H36 1.58 0.52 4.24  0.236
H37 2.65 1.99 4.01  0.317
H38 2.26 0.86 2.71  0.206
H39 1.41 4.05 4.15  0.266
H40 -1.47 6.14 3.10  0.333
H41 0.30 6.39 2.97  0.299
H42 -0.32 5.88 4.53  0.313
H43 -2.17 4.48 1.85  0.029
H44 -0.26 0.62 2.07  -0.187
H45 -1.27 1.88 -1.27  0.227
H46 -1.46 3.52 -0.69  0.403
H47 -2.52 3.02 -1.95  0.388
H48 -3.19 0.27 -0.89  0.154
H49 -4.58 1.22 -1.24  0.526
H50 -4.53 0.55 0.30  0.384
H51 -3.40 4.26 0.40  0.479
H52 -4.47 3.25 1.39  0.380
H53 -4.80 3.48 -0.31  0.464

Properties
LUMO (eV): 0.48
Gap between HOMO and LUMO (hartree): 0.2216
2S+1: 1
HOMO (eV): -5.55
ΔE to the lowest compared entry with this formula, charge and spin (eV): 1.260

***

(4)
This record from the OMol25 dataset describes a cluster of 2 separate species, C4H10NO3 in total at a distorted geometry. The level of theory is wB97M-V/def2-TZVPD.

Each line ends with the Mulliken charge.
Element x y z (Å)
O1 0.70 2.66 -0.71  -0.745
C1 1.24 1.62 -0.28  0.346
O2 2.27 1.54 0.43  -0.775
C2 0.55 0.29 -0.70  -0.416
C3 -0.80 0.12 -0.01  -0.454
C4 -1.69 -0.88 -0.70  -0.538
N1 -2.94 -1.18 0.02  -0.712
H1 1.21 -0.54 -0.46  0.287
H2 0.33 0.44 -1.76  0.282
H3 -1.34 1.08 -0.05  0.280
H4 -0.70 -0.08 1.06  0.248
H5 -1.95 -0.59 -1.72  0.319
H6 -1.20 -1.85 -0.86  0.337
H7 -3.45 -0.33 0.29  0.256
H8 -2.69 -1.59 0.90  0.265
H9 2.73 0.07 1.49  0.429
H10 4.27 -0.21 1.34  0.279
O3 3.46 -0.56 1.73  -0.689

Properties
LUMO (eV): 3.84
Gap between HOMO and LUMO (hartree): 0.3050
2S+1: 1
HOMO (eV): -4.46
ΔE to the lowest compared entry with this formula, charge and spin (eV): 0.613
Net charge: -1

***

(5)
This record from the OMol25 dataset describes a cluster of 2 separate species, C31H32N2O6 in total at a distorted geometry. The level of theory is wB97M-V/def2-TZVPD.

Each line ends with the Mulliken charge.
Element x y z (Å)
C1 -5.02 -3.41 -2.50  -0.866
O1 -4.80 -2.12 -1.86  -0.464
C2 -3.55 -1.60 -1.93  1.143
C3 -3.36 -0.25 -1.52  -0.939
C4 -2.09 0.27 -1.44  -0.170
C5 -0.95 -0.53 -1.66  0.309
C6 0.37 -0.02 -1.33  -1.118
C7 1.52 -0.77 -1.50  1.050
C8 2.78 -0.14 -1.92  -0.110
O2 2.87 0.99 -2.36  -0.660
O3 3.93 -0.88 -1.72  -0.315
C9 3.78 -2.29 -1.98  1.420
C10 3.42 -2.54 -3.43  -1.388
C11 5.09 -2.96 -1.58  -1.766
O4 2.77 -2.82 -1.09  -0.384
C12 1.56 -2.17 -1.03  0.244
O5 0.63 -2.78 -0.54  -0.657
C13 -1.16 -1.80 -2.27  -0.435
C14 -2.43 -2.34 -2.36  -0.849
H1 -6.08 -3.61 -2.36  0.254
H2 -4.79 -3.35 -3.58  0.352
H3 -4.41 -4.19 -2.03  0.324
H4 -4.24 0.33 -1.25  0.383
H5 -1.95 1.33 -1.20  0.392
H6 0.50 1.06 -1.37  0.956
H7 2.45 -2.08 -3.70  0.238
H8 4.21 -2.11 -4.06  0.375
H9 3.37 -3.62 -3.61  0.420
H10 5.26 -2.79 -0.51  0.418
H11 5.03 -4.04 -1.77  0.373
H12 5.91 -2.54 -2.16  0.396
H13 -0.33 -2.37 -2.66  0.414
H14 -2.55 -3.36 -2.75  0.398
C15 0.53 -1.74 2.05  -1.326
O6 0.10 -0.81 1.04  0.156
C16 0.37 0.50 1.03  0.627
C17 -0.72 1.35 1.40  -0.584
N1 -0.69 2.70 1.62  -0.190
C18 0.44 3.60 1.48  -0.660
C19 -1.96 3.16 1.94  0.847
C20 -2.44 4.46 2.10  -1.013
C21 -3.82 4.61 2.34  -0.643
C22 -4.67 3.49 2.38  -0.705
C23 -4.16 2.19 2.21  -1.027
C24 -2.79 2.06 2.00  0.950
N2 -2.00 0.95 1.72  0.444
C25 -2.52 -0.40 1.75  -0.843
C26 1.79 0.90 1.27  0.500
C27 2.48 1.67 0.32  0.433
C28 3.84 1.94 0.46  -0.825
C29 4.52 1.52 1.60  -0.691
C30 3.84 0.81 2.59  -0.954
C31 2.48 0.52 2.44  -0.456
H15 0.40 -1.31 3.06  0.592
H16 -0.12 -2.60 1.91  0.238
H17 1.57 -2.03 1.86  0.293
H18 0.09 4.58 1.81  0.343
H19 1.27 3.29 2.11  0.242
H20 0.75 3.67 0.43  0.267
H21 -1.76 5.31 2.04  0.297
H22 -4.24 5.60 2.48  0.382
H23 -5.74 3.63 2.55  0.383
H24 -4.79 1.30 2.22  0.316
H25 -3.54 -0.34 2.14  0.407
H26 -2.55 -0.81 0.73  0.393
H27 -1.91 -1.04 2.39  0.079
H28 1.93 2.08 -0.52  0.450
H29 4.35 2.48 -0.34  0.400
H30 5.58 1.75 1.71  0.385
H31 4.35 0.47 3.49  0.406
H32 1.94 -0.01 3.23  0.355

Properties
LUMO (eV): -0.44
Gap between HOMO and LUMO (hartree): 0.2202
SMILES: COc1ccc(C=C2C(=O)OC(C)(C)OC2=O)cc1.COC(=C1N(C)c2ccccc2N1C)c1ccccc1
2S+1: 1
HOMO (eV): -6.44
ΔE to the lowest compared entry with this formula, charge and spin (eV): 1.481

***

(6)
This record from the OMol25 dataset describes a structure of composition C47H46N5OP2TeTi at a distorted geometry. The level of theory is wB97M-V/def2-TZVPD.

Each line ends with the Mulliken charge.
Element x y z (Å)
Ti1 -0.34 -0.58 -0.14  0.221
Te1 -1.31 -2.20 -3.54  0.320
C1 -0.79 -1.90 -5.59  0.262
C2 -0.43 -2.96 -6.41  -0.381
C3 -0.06 -2.68 -7.72  -0.399
N1 -0.03 -1.46 -8.22  -0.585
C4 -0.39 -0.45 -7.44  -0.535
C5 -0.78 -0.62 -6.12  -0.047
C6 -0.03 -0.52 -3.03  -1.211
P1 -0.91 0.75 -2.07  1.035
C7 0.19 2.21 -2.18  0.903
C8 0.92 2.57 -1.04  0.128
C9 1.81 3.62 -1.07  -0.844
C10 1.97 4.35 -2.24  -0.864
C11 1.27 3.98 -3.39  -1.012
C12 0.40 2.91 -3.36  -0.629
C13 -2.51 1.23 -2.78  1.567
C14 -2.73 2.43 -3.45  -0.891
C15 -3.99 2.72 -3.96  -0.830
C16 -5.04 1.82 -3.79  -0.764
C17 -4.84 0.66 -3.06  -0.846
C18 -3.59 0.37 -2.54  -0.445
P2 1.29 -1.14 -1.91  1.443
C19 1.93 -2.63 -2.74  0.567
C20 2.39 -2.56 -4.05  -0.639
C21 2.80 -3.71 -4.70  -0.841
C22 2.77 -4.93 -4.04  -0.635
C23 2.34 -5.00 -2.72  -0.821
C24 1.93 -3.85 -2.07  -0.099
C25 2.72 -0.01 -2.07  1.059
C26 2.97 0.71 -3.23  -0.143
C27 4.13 1.47 -3.34  -0.907
C28 5.03 1.51 -2.28  -0.799
C29 4.78 0.80 -1.12  -0.732
C30 3.63 0.04 -1.01  -0.630
H1 -0.43 -3.98 -6.04  0.393
H2 0.23 -3.48 -8.39  0.389
H3 -0.37 0.54 -7.89  0.381
H4 -1.07 0.24 -5.51  0.405
H5 0.80 1.99 -0.13  -0.053
H6 2.39 3.88 -0.19  0.512
H7 2.65 5.19 -2.27  0.452
H8 1.43 4.53 -4.31  0.442
H9 -0.10 2.60 -4.27  0.441
H10 -1.94 3.15 -3.58  0.651
H11 -4.15 3.65 -4.49  0.472
H12 -6.01 2.04 -4.22  0.425
H13 -5.66 -0.03 -2.89  0.505
H14 -3.45 -0.51 -1.93  0.200
H15 2.42 -1.61 -4.57  0.355
H16 3.15 -3.65 -5.72  0.486
H17 3.09 -5.83 -4.55  0.427
H18 2.33 -5.95 -2.20  0.461
H19 1.59 -3.90 -1.04  0.085
H20 2.26 0.67 -4.05  0.449
H21 4.32 2.02 -4.24  0.483
H22 5.93 2.10 -2.37  0.431
H23 5.49 0.83 -0.31  0.483
H24 3.43 -0.53 -0.11  0.241
C31 3.34 -2.40 3.56  -0.866
N2 2.49 -1.44 2.86  0.245
C32 2.35 -0.11 3.15  -1.056
C33 1.47 0.39 2.25  -0.767
N3 1.07 -0.61 1.40  2.014
C34 1.71 -1.70 1.80  -1.382
H25 3.76 -1.92 4.44  0.339
H26 4.14 -2.74 2.92  0.357
H27 2.75 -3.26 3.88  0.343
H28 2.88 0.36 3.96  0.525
H29 1.10 1.40 2.17  0.493
H30 1.66 -2.68 1.34  0.513
C35 -1.15 -4.29 0.49  -1.541
C36 -1.96 -3.05 0.30  0.853
O1 -1.35 -1.98 -0.09  0.033
C37 -3.37 -3.00 0.55  1.140
C38 -4.07 -1.78 0.44  0.631
C39 -5.42 -1.72 0.70  -1.416
C40 -6.11 -2.87 1.07  -0.531
C41 -5.44 -4.08 1.18  -0.889
C42 -4.08 -4.16 0.92  -0.875
H31 -0.11 -4.08 0.27  -0.218
H32 -1.49 -5.07 -0.19  0.506
H33 -1.24 -4.66 1.51  0.449
H34 -3.52 -0.89 0.16  0.370
H35 -5.95 -0.78 0.61  0.491
H36 -7.17 -2.83 1.29  0.440
H37 -5.97 -4.98 1.47  0.450
H38 -3.57 -5.11 1.00  0.497
C43 -2.72 4.07 1.71  -1.414
C44 -2.32 2.64 1.84  0.749
C45 -2.40 1.75 2.89  -1.439
C46 -1.85 0.55 2.41  0.058
N4 -1.46 0.69 1.14  1.721
N5 -1.76 1.98 0.82  0.073
C47 -1.72 -0.74 3.15  -1.038
H39 -3.23 4.41 2.60  0.407
H40 -3.39 4.21 0.86  0.326
H41 -1.84 4.70 1.55  0.295
H42 -2.80 1.93 3.87  0.586
H43 -1.62 2.33 -0.12  -0.510
H44 -2.70 -1.08 3.48  0.387
H45 -1.10 -0.61 4.04  0.363
H46 -1.28 -1.51 2.52  -0.203

Properties
LUMO (spin up / spin down) (eV): -6.34 / -6.06
Gap between HOMO and LUMO (spin up / spin down) (hartree): 0.2053 / 0.2244
Expectation value of S²: 1.1063
2S+1: 2
HOMO (spin up / spin down) (eV): -11.92 / -12.16
Net charge: +2

***

| no. | total energy (Ha) |
| --- | --- |
| 1 | -2278.8713 |
| 2 | -1763.7253 |
| 3 | -2620.7022 |
| 4 | -438.9627 |
| 5 | -1761.3615 |
| 6 | -3967.3497 |